[1]
{"formula": "C16H26N4O2S", "method": "the ωB97M-V functional and the def2-TZVPD basis", "symbols": ["C", "C", "C", "C", "C", "C", "N", "C", "N", "C", "C", "C", "O", "N", "C", "O", "N", "C", "H", "H", "H", "H", "S", "C", "H", "C", "C", "H", "H", "H", "C", "H", "H", "H", "H", "H", "H", "H", "H", "H", "H", "H", "H", "H", "H", "H", "H", "H", "H"], "positions_angstrom": [[-1.75511, 2.72036, 1.23548], [-2.91854, 1.80419, 1.59420], [-2.60324, 0.79176, 2.69752], [-1.54865, -0.25384, 2.31330], [-0.13564, 0.12349, 2.75582], [0.87990, -0.96837, 2.41110], [0.90428, -1.25919, 0.99998], [1.38576, -0.49585, -0.00418], [1.24246, -1.05086, -1.20097], [0.62711, -2.22651, -0.96035], [0.39478, -2.39261, 0.39854], [-0.23775, -3.56062, 0.92390], [-0.49147, -3.83678, 2.07893], [-0.56177, -4.43149, -0.11873], [-0.35485, -4.31266, -1.48063], [-0.70078, -5.17913, -2.25061], [0.26538, -3.15211, -1.89113], [0.52923, -2.92119, -3.29338], [0.20613, -3.80425, -3.84074], [1.59500, -2.75033, -3.44327], [-0.02264, -2.04521, -3.63536], [-1.01653, -5.29468, 0.15788], [2.12992, 1.03955, 0.28652], [2.68139, 1.46877, -1.40111], [2.73694, 0.52335, -1.93686], [1.76033, 2.45646, -2.11232], [0.36649, 1.87082, -2.31265], [-0.13407, 1.74606, -1.35538], [-0.23753, 2.53328, -2.92762], [0.42789, 0.89864, -2.79509], [1.69402, 3.78350, -1.36176], [1.28450, 3.63345, -0.36492], [1.05765, 4.48703, -1.89240], [2.68503, 4.22122, -1.26369], [2.20902, 2.63186, -3.09812], [3.67792, 1.89302, -1.27743], [0.61749, -1.89919, 2.91812], [1.88183, -0.65038, 2.71710], [0.17661, 1.05974, 2.29414], [-0.11819, 0.26192, 3.83792], [-1.57019, -0.40002, 1.23071], [-1.80016, -1.21203, 2.77310], [-2.27745, 1.32439, 3.59332], [-3.53353, 0.27669, 2.94596], [-3.24327, 1.26706, 0.69955], [-3.75795, 2.41951, 1.92759], [-1.37579, 3.22327, 2.12243], [-2.07942, 3.47781, 0.52471], [-0.94254, 2.16013, 0.78087]], "de_lowest_ev": 0.028, "max_force_ha_per_bohr": 0.02714, "homo_energy_ev": -8.03, "smiles": "CCCCCCn1c(SCC(C)C)nc2c1c(=O)[nH]c(=O)n2C", "gap_ev": 8.57}



[2]
{"formula": "C4H5NO", "method": "the ωB97M-V functional and the def2-TZVPD basis", "symbols": ["N", "C", "O", "C", "C", "C", "H", "H", "H", "H", "H"], "positions_angstrom": [[-1.22690, 1.26478, 0.34500], [-1.04227, -0.11832, 0.36814], [-1.96431, -0.80025, -0.04902], [0.14842, -1.16509, 0.05397], [1.34359, -0.42387, -0.19160], [2.23800, 0.33904, -0.41836], [-1.86596, 1.52307, -0.40272], [-0.80620, 2.02766, 0.85460], [0.18941, -1.88958, 0.87075], [-0.10167, -1.76302, -0.85941], [3.06448, 0.97785, -0.58635]], "de_lowest_ev": 3.130, "max_force_ha_per_bohr": 0.07745, "homo_energy_ev": -9.28, "smiles": "C#CCC(N)=O", "gap_ev": 9.84}



[3]
{"formula": "C4H11FN3", "method": "the ωB97M-V functional and the def2-TZVPD basis", "symbols": ["C", "C", "C", "C", "N", "N", "N", "F", "H", "H", "H", "H", "H", "H", "H", "H", "H", "H", "H"], "positions_angstrom": [[-1.50259, 0.08123, 1.01020], [-0.12015, -0.02507, 1.64327], [-0.56697, -0.25676, -1.18183], [0.87133, -0.41796, -0.66101], [-1.50901, -0.68035, -0.23082], [1.81328, -0.02921, -1.58000], [0.88240, 0.46553, 0.66967], [-0.69045, 1.11862, -1.49512], [-2.24443, -0.35286, 1.67973], [-1.75789, 1.13954, 0.84967], [-0.07351, 0.56659, 2.55881], [0.10656, -1.06711, 1.87499], [-0.68432, -0.79148, -2.12909], [1.02728, -1.44046, -0.30841], [-2.44228, -0.76724, -0.61121], [1.64087, 0.80746, -2.11395], [2.78176, -0.24859, -1.42741], [0.64298, 1.42454, 0.38201], [1.82514, 0.47358, 1.07050]], "de_lowest_ev": 0.000, "total_charge": 1, "max_force_ha_per_bohr": 0.01712, "homo_energy_ev": -14.12, "smiles": "N[C@H]1[NH2+]CCN[C@H]1F", "gap_ev": 10.97}



[4]
{"formula": "C2H7O2PS2", "method": "the ωB97M-V functional and the def2-TZVPD basis", "symbols": ["C", "C", "O", "O", "P", "S", "S", "H", "H", "H", "H", "H", "H", "H"], "positions_angstrom": [[-1.51371, 1.62508, -0.50342], [0.18567, -1.76932, 0.25242], [-0.76158, 2.58350, -1.00315], [1.33075, -2.31474, 0.65282], [0.42253, 0.05784, -0.03082], [1.34583, 0.51635, -1.74192], [1.57053, 0.53918, 1.63652], [-1.95101, 1.97960, 0.44253], [-2.28518, 1.04716, -1.06774], [-0.30653, -2.30983, -0.64580], [-0.45739, -1.68844, 1.12017], [-0.16749, 2.10726, -1.69013], [1.98784, -2.53337, -0.05231], [0.59975, 0.15974, 2.63084]], "de_lowest_ev": 3.821, "max_force_ha_per_bohr": 0.07559, "homo_energy_ev": [-8.34, -8.34], "gap_ev": [8.30, 8.30]}



[5]
{"formula": "C3H7NO2", "method": "the ωB97M-V functional and the def2-TZVPD basis", "symbols": ["C", "C", "C", "N", "O", "O", "H", "H", "H", "H", "H", "H", "H"], "positions_angstrom": [[1.88154, 1.11169, -0.44696], [-1.29296, -0.48742, -0.40144], [-0.49434, -0.32012, 0.89276], [1.34734, 0.26973, 0.32064], [2.06386, -0.70496, 0.81178], [-0.16431, -1.32292, 1.60456], [1.29796, 2.06830, -0.83041], [2.85419, 1.08760, -0.75545], [-2.26356, -0.25441, -0.15351], [-1.20863, 0.32467, -1.20043], [-1.13828, -1.42079, -0.75786], [1.23419, -1.08077, 1.33193], [-0.74385, 0.72110, 1.17786]], "de_lowest_ev": 4.765, "max_force_ha_per_bohr": 0.08682, "homo_energy_ev": -9.68, "smiles": "C=NO.CC=O", "gap_ev": 10.55}



[6]
{"formula": "C21H23F6N4O6S3", "method": "the ωB97M-V functional and the def2-TZVPD basis", "symbols": ["N", "C", "O", "C", "C", "C", "C", "C", "C", "C", "C", "O", "C", "C", "C", "C", "N", "C", "C", "C", "C", "C", "N", "C", "S", "H", "H", "H", "H", "H", "H", "H", "H", "H", "H", "H", "H", "H", "H", "H", "H", "H", "H", "H", "H", "H", "H", "H", "C", "F", "F", "F", "S", "O", "O", "N", "S", "O", "O", "C", "F", "F", "F"], "positions_angstrom": [[-5.83260, 3.57459, 2.58260], [-4.42363, 3.50472, 2.09859], [-3.55862, 4.16700, 2.74618], [-3.97992, 2.68520, 0.80295], [-3.59378, 1.13524, 1.11137], [-2.01588, 0.84920, 0.88675], [-1.46110, 0.71962, -0.58412], [-2.53632, 0.84577, -1.76275], [-1.85356, 0.90024, -3.21218], [-1.06101, 2.28350, -3.48259], [-0.83705, 2.55296, -5.05976], [-0.40514, 1.28516, -5.66562], [0.03664, 0.48029, -0.92140], [1.00237, 0.32036, 0.30231], [0.46014, 0.41935, 1.74439], [-1.04979, 0.69432, 2.11168], [-1.47387, 0.78959, 3.51772], [-1.05508, -0.35936, 4.33104], [-2.02246, -1.18016, 5.25018], [-1.51486, -2.40968, 6.08781], [-0.02448, -2.87779, 6.05853], [0.94475, -2.04101, 5.17347], [2.39447, -2.37597, 5.03611], [0.45071, -0.82812, 4.34203], [1.56817, 0.18267, 3.23358], [-5.79449, 4.20150, 3.41428], [-6.39096, 4.08580, 1.88249], [-3.03087, 3.20492, 0.39538], [-4.79454, 2.80313, 0.00892], [-4.22220, 0.49496, 0.38150], [-3.92058, 0.84863, 2.16754], [-3.23686, 1.73622, -1.62531], [-3.21415, -0.09514, -1.75658], [-1.20345, -0.02662, -3.42807], [-2.70331, 0.86322, -3.99957], [-0.01307, 2.27549, -2.99581], [-1.60140, 3.19788, -3.01957], [0.04996, 3.27736, -5.21366], [-1.75316, 2.97591, -5.59097], [0.51718, 1.09916, -5.37498], [0.47350, 0.40302, -1.97764], [2.11838, 0.12487, 0.17338], [-2.47052, 1.01451, 3.62224], [-3.12009, -0.89449, 5.33307], [-2.22253, -3.02408, 6.75801], [0.37385, -3.78187, 6.62798], [2.65014, -2.93797, 5.86588], [2.88143, -1.46227, 5.15512], [2.74489, -0.98544, -3.48877], [1.91204, 0.03635, -3.18028], [1.97251, -2.08970, -3.59342], [3.20532, -0.73995, -4.73643], [4.09547, -1.19211, -2.27656], [3.41723, -1.47298, -1.02282], [4.81160, 0.07030, -2.31379], [4.79669, -2.42195, -2.98728], [6.09345, -2.93030, -2.22616], [5.87687, -3.58148, -0.94739], [7.25334, -2.05936, -2.28138], [6.49278, -4.29584, -3.37271], [6.71514, -3.85792, -4.63393], [5.48870, -5.19789, -3.46551], [7.59362, -4.98351, -3.00609]], "total_charge": -1, "max_force_ha_per_bohr": 0.09125, "homo_energy_ev": -5.73, "gap_ev": 7.65}